Formula: C6H6NO2S
Source: the Open Molecules 2025 dataset
Level of theory: the ωB97M-V functional and the def2-TZVPD basis

Total charge: -1
HOMO level (spin up / spin down) (eV): -2.751 / -2.753
LUMO level (spin up / spin down) (eV): 3.6 / 3.6
Kohn-Sham gap (spin up / spin down) (eV): 6.3565 / 6.3600

```
16
C6H6NO2S the ωB97M-V functional and the def2-TZVPD basis
C -1.98 0.93 0.08
C -2.12 0.30 1.32
C -0.73 1.11 -0.45
C -0.95 -0.04 1.99
C 0.41 0.60 0.24
C 1.60 0.25 -0.44
N 0.26 0.10 1.50
O 1.20 -2.37 -2.56
O 3.49 -1.88 -1.85
S 2.11 -2.18 -1.43
H -2.87 1.25 -0.46
H -3.09 0.06 1.73
H -0.59 1.58 -1.41
H -1.00 -0.50 2.97
H 1.79 0.73 -1.39
H 2.48 0.06 0.16
```

Formula: C6H6NO3S
Source: the Open Molecules 2025 dataset
Level of theory: the ωB97M-V functional and the def2-TZVPD basis

Total charge: -1
HOMO level (eV): -4.435
LUMO level (eV): 3.5
Kohn-Sham gap (eV): 7.8877

```
17
C6H6NO3S the ωB97M-V functional and the def2-TZVPD basis
C -1.13 -1.51 0.70
C -0.55 0.36 -2.23
C 0.08 -0.70 0.43
C 0.52 0.51 1.26
C -0.87 -0.06 -0.65
C 1.77 1.00 0.61
N -1.85 -0.89 -0.34
O -1.54 0.39 -2.92
O -1.45 -2.37 1.48
O 0.62 0.59 -2.34
S -0.80 1.69 0.90
H 0.98 -1.37 0.17
H 0.62 0.35 2.33
H 1.63 0.92 -0.43
H 2.39 0.11 0.81
H 2.33 1.88 1.11
H -2.75 -0.91 -0.91
```

Formula: C6H6NO3S
Source: the Open Molecules 2025 dataset
Level of theory: the ωB97M-V functional and the def2-TZVPD basis

Total charge: -1
HOMO level (spin up / spin down) (eV): -3.682 / -3.684
LUMO level (spin up / spin down) (eV): 2.8 / 2.8
Kohn-Sham gap (spin up / spin down) (eV): 6.4979 / 6.5014

```
17
C6H6NO3S the ωB97M-V functional and the def2-TZVPD basis
C -2.19 0.15 1.55
C -1.40 -3.07 -1.06
C -1.20 -0.57 0.97
C 0.10 0.10 1.28
C -1.41 -1.55 -1.31
C 0.79 1.14 0.37
N -1.27 -0.68 -2.17
O -1.47 -3.48 -2.19
O -3.35 0.40 1.52
O -1.37 -3.59 0.04
S -0.86 1.20 2.59
H -1.26 -1.63 0.79
H 0.82 -0.53 1.90
H 1.73 1.43 0.67
H 0.25 2.08 0.08
H 1.10 0.67 -0.72
H -0.84 -0.66 -3.07
```

Formula: C6H6NOS
Source: the Open Molecules 2025 dataset
Level of theory: the ωB97M-V functional and the def2-TZVPD basis

Total charge: +1
HOMO level (spin up / spin down) (eV): -12.458 / -12.119
LUMO level (spin up / spin down) (eV): -4.9 / -5.1
Kohn-Sham gap (spin up / spin down) (eV): 7.5982 / 7.0434

```
15
C6H6NOS the ωB97M-V functional and the def2-TZVPD basis
C -1.72 -0.32 0.29
C -2.60 -1.31 0.09
C -0.94 -1.17 -1.69
C 2.67 1.57 1.33
C 2.09 0.42 1.13
C 0.31 0.65 -0.75
N -0.82 -0.22 -0.76
O 0.73 1.39 -1.57
S -2.24 -2.21 -1.37
H -1.74 0.31 1.12
H -3.49 -1.52 0.70
H -0.34 -1.00 -2.63
H 3.54 1.44 1.99
H 2.45 2.58 0.99
H 2.08 -0.61 1.13
```

Formula: C6H6O
Source: the Open Molecules 2025 dataset
Level of theory: the ωB97M-V functional and the def2-TZVPD basis

HOMO level (eV): -8.411
LUMO level (eV): 1.1
Kohn-Sham gap (eV): 9.4968
SMILES: c1occ2c1CC2

```
13
C6H6O the ωB97M-V functional and the def2-TZVPD basis
C 0.92 0.50 -1.17
O 1.25 -0.86 -1.12
C 0.45 -1.47 -0.26
C -0.34 -0.49 0.18
C 0.05 0.74 -0.08
C -0.76 1.47 0.98
C -1.40 0.04 1.24
H 1.69 0.87 -1.94
H 0.50 -2.63 -0.25
H -0.11 1.87 1.88
H -1.60 2.27 0.75
H -2.53 0.22 0.85
H -1.56 -0.44 2.30
```

Formula: C6H6O
Source: the Open Molecules 2025 dataset
Level of theory: the ωB97M-V functional and the def2-TZVPD basis

HOMO level (eV): -8.997
LUMO level (eV): 0.9
Kohn-Sham gap (eV): 9.9082
SMILES: C#CC1=CCOC1

```
13
C6H6O the ωB97M-V functional and the def2-TZVPD basis
C -2.87 -0.42 -0.71
C -1.69 -0.26 -0.61
C -0.29 -0.06 -0.40
C 0.73 -0.91 -0.39
C 1.89 -0.25 0.32
O 1.38 1.01 0.77
C 0.02 1.15 0.42
H -3.93 -0.54 -0.72
H 0.71 -1.94 -0.70
H 2.24 -0.83 1.18
H 2.76 -0.10 -0.34
H -0.14 2.15 0.01
H -0.83 1.01 1.16
```

Formula: C6H6O
Source: the Open Molecules 2025 dataset
Level of theory: the ωB97M-V functional and the def2-TZVPD basis

HOMO level (spin up / spin down) (eV): -6.573 / -6.573
LUMO level (spin up / spin down) (eV): 0.4 / 0.4
Kohn-Sham gap (spin up / spin down) (eV): 6.9977 / 6.9971

```
13
C6H6O the ωB97M-V functional and the def2-TZVPD basis
C 2.91 0.63 -0.11
C 1.72 0.42 -0.24
C 0.36 0.09 -0.38
C -0.70 0.91 0.09
C -1.69 0.07 0.70
O -1.46 -1.19 0.50
C -0.17 -1.29 -0.39
H 3.96 0.82 -0.10
H -1.78 0.92 -0.63
H -0.62 1.96 0.36
H -2.40 0.36 1.48
H 0.47 -2.06 0.04
H -0.62 -1.65 -1.34
```

Formula: C6H6O
Source: the Open Molecules 2025 dataset
Level of theory: the ωB97M-V functional and the def2-TZVPD basis

HOMO level (eV): -8.700
LUMO level (eV): 0.9
Kohn-Sham gap (eV): 9.6302
SMILES: C1=C[C@H]2O[C@@H]2C=C1

```
13
C6H6O the ωB97M-V functional and the def2-TZVPD basis
C -0.97 0.87 0.28
C 0.21 1.43 -0.01
C 1.19 0.47 -0.38
O 2.30 -0.18 0.05
C 1.00 -0.72 0.64
C -0.16 -1.43 -0.03
C -1.16 -0.62 -0.05
H -1.90 1.47 0.74
H 0.47 2.52 -0.12
H 1.04 0.04 -1.48
H 0.64 -0.45 1.68
H -0.57 -2.44 -0.53
H -2.08 -0.94 -0.78
```

Formula: C6H6O
Source: the Open Molecules 2025 dataset
Level of theory: the ωB97M-V functional and the def2-TZVPD basis

HOMO level (eV): -8.809
LUMO level (eV): 0.6
Kohn-Sham gap (eV): 9.3845
SMILES: OC=C=CC1=CC1

```
13
C6H6O the ωB97M-V functional and the def2-TZVPD basis
O 1.12 -2.61 0.94
C 0.52 -1.54 1.53
C -0.49 -0.87 1.03
C -1.28 -0.10 0.32
C -0.67 0.88 -0.54
C -0.61 1.67 -1.58
C 0.66 1.51 -0.80
H 0.74 -2.72 0.05
H 0.96 -1.32 2.50
H -2.37 -0.20 0.34
H -1.07 2.10 -2.45
H 1.48 0.89 -1.20
H 1.01 2.31 -0.14
```

Formula: C6H6O2
Source: the Open Molecules 2025 dataset
Level of theory: the ωB97M-V functional and the def2-TZVPD basis

HOMO level (eV): -9.472
LUMO level (eV): 0.3
Kohn-Sham gap (eV): 9.7288

```
14
C6H6O2 the ωB97M-V functional and the def2-TZVPD basis
C 0.24 1.00 -1.77
C -0.02 0.03 -0.61
C -0.85 0.56 0.45
C -0.70 -1.10 0.64
C 0.73 -1.19 1.12
C 1.22 -0.26 0.26
H -0.48 1.22 -2.54
H -1.95 0.56 0.05
H -0.45 1.40 1.27
H -1.38 -1.69 1.09
H 1.09 -1.32 2.19
H 2.20 0.13 0.19
O 1.17 1.88 -1.60
O -0.83 -1.21 -0.74
```

Formula: C6H6O2
Source: the Open Molecules 2025 dataset
Level of theory: the ωB97M-V functional and the def2-TZVPD basis

HOMO level (eV): -9.293
LUMO level (eV): 0.7
Kohn-Sham gap (eV): 10.0045
SMILES: O=C1C[C@H]2C=C[C@@H]1O2

```
14
C6H6O2 the ωB97M-V functional and the def2-TZVPD basis
O 2.31 -0.35 -0.24
C 1.18 0.03 -0.14
C 0.47 1.25 -0.43
C -0.97 0.92 0.10
C -1.57 -0.13 -0.77
C -0.90 -1.28 -0.42
C 0.14 -0.79 0.62
O -0.66 0.22 1.26
H 1.12 2.02 0.23
H 0.35 1.33 -1.53
H -1.61 1.74 0.29
H -2.59 -0.19 -1.25
H -1.01 -2.19 -0.88
H 0.46 -1.67 1.29
```

Formula: C6H6O2
Source: the Open Molecules 2025 dataset
Level of theory: the ωB97M-V functional and the def2-TZVPD basis

HOMO level (eV): -9.697
LUMO level (eV): 0.7
Kohn-Sham gap (eV): 10.4248
SMILES: C1=C[C@@H]2O[C@H]2[C@H]2O[C@@H]12

```
14
C6H6O2 the ωB97M-V functional and the def2-TZVPD basis
C -0.89 -1.34 0.08
C -0.90 -0.66 1.27
C 0.05 0.50 1.21
O 0.03 1.91 0.98
C -0.14 1.06 -0.13
C 0.54 0.37 -1.22
O 1.37 -0.74 -0.91
C -0.07 -1.01 -1.12
H -1.49 -2.29 -0.01
H -1.51 -1.04 2.13
H 1.09 0.11 1.46
H -1.19 1.06 -0.38
H 0.73 0.83 -2.21
H -0.32 -1.54 -2.06
```

Relative energy (zero: lowest compared OMol25 entry of this formula, charge and spin) in eV, matching the order above: 0.602 2.370 4.936 3.377 4.431 3.131 5.833 6.688 4.312 4.871 1.981 4.459
Energy in Eh, matching the order above: -835.66961 -910.90348 -910.80919 -759.96893 -307.30059 -307.34836 -307.24909 -307.21766 -307.30495 -382.50675 -382.61292 -382.52186